{
  "formula": "C35H33FIMoN6O7Se2",
  "method": "wB97M-V/def2-TZVPD",
  "symbols": ["I", "Mo", "Se", "Se", "F", "O", "O", "O", "O", "O", "O", "O", "N", "N", "N", "N", "N", "N", "C", "C", "C", "C", "C", "C", "C", "C", "C", "C", "C", "C", "C", "C", "C", "C", "C", "C", "C", "C", "C", "C", "C", "C", "C", "C", "C", "C", "C", "C", "C", "C", "C", "C", "C", "H", "H", "H", "H", "H", "H", "H", "H", "H", "H", "H", "H", "H", "H", "H", "H", "H", "H", "H", "H", "H", "H", "H", "H", "H", "H", "H", "H", "H", "H", "H", "H", "H"],
  "positions_angstrom": [[1.69084, 3.34241, -0.06306], [0.00748, 1.34541, -1.02550], [-2.38095, 2.21661, 2.38604], [-0.09582, 2.06445, 2.76216], [1.87542, -1.59993, 4.85970], [0.59630, 0.05945, 0.25394], [-0.60829, -0.41551, -2.10110], [-1.21538, 2.96990, -1.25029], [-1.89594, 2.55010, 6.98834], [-3.16616, 0.91574, -5.67201], [0.17341, -2.08888, -3.31645], [-1.41924, -0.64885, 3.33744], [-4.03059, 0.40837, -1.19868], [-1.88038, 0.78966, -0.18259], [-4.22379, 4.23665, -2.67460], [-6.07158, -0.90923, -1.31130], [2.49714, -3.52962, -0.26379], [0.15340, 1.89362, -3.00265], [-1.99407, 2.76182, -3.49392], [4.40056, -4.84601, 0.56571], [4.27605, -4.18487, -1.82381], [-2.10648, 3.23466, -2.15481], [1.81409, 0.73553, -2.09359], [-2.74884, 2.08258, 4.32825], [1.01134, -1.85102, -1.11490], [3.44906, -4.58449, -0.60011], [-3.23534, 4.03168, -1.83129], [2.87041, -3.74704, 2.11805], [2.34331, -3.05046, 1.02529], [3.33882, 0.65657, -4.44229], [-1.75022, 1.15365, 5.01119], [1.38540, 1.32220, -3.29096], [3.05314, 0.12215, -2.10127], [2.10871, 1.30270, -4.46869], [1.73295, -2.99485, -1.25544], [-5.07622, -0.33023, -1.23464], [1.47146, -1.36534, 2.54760], [-1.92131, -0.32703, 4.59694], [-3.28700, 4.64794, -0.47336], [1.04324, -1.13406, 0.12897], [-3.09533, 2.96134, -4.35762], [-4.17072, 3.68011, -3.88264], [3.80197, 0.07627, -3.27704], [-0.34584, 1.65750, 4.70360], [2.71414, -3.24784, 3.40287], [2.01536, -2.06735, 3.59489], [-0.77273, 2.15360, -3.89068], [-2.92467, 0.52238, -0.66886], [0.14811, -1.42704, -2.28927], [1.61960, -1.85171, 1.24316], [3.62414, -5.01866, 1.86189], [-1.98121, 1.21924, 6.53437], [-3.10443, 2.32545, -5.71878], [1.70237, -3.50785, -2.20523], [4.72572, -3.21058, -1.65160], [5.06930, -4.90991, -1.98808], [3.67738, -4.13345, -2.72608], [-2.57980, 0.58678, -4.97831], [-1.22621, 0.59566, 7.03457], [-4.21128, 5.19848, -0.33011], [3.45365, -0.33629, -1.20198], [3.13511, -3.77389, 4.24508], [-2.67398, 3.07370, 4.77741], [5.00090, -5.72955, 0.34736], [2.93238, -5.86187, 1.76832], [0.90920, -0.46040, 2.70931], [-3.98978, 2.63853, -6.27703], [-5.04218, 3.84138, -4.50193], [-2.97454, 0.80212, 6.75848], [0.41284, 0.92766, 4.99068], [-2.98342, -0.60244, 4.68200], [-3.19746, 3.86074, 0.27837], [-0.58055, 1.90297, -4.93051], [-1.35331, -0.94654, 5.30068], [-1.99110, -0.28394, 2.64496], [-2.21818, 2.64397, -6.29234], [2.88315, -5.50033, -0.82630], [-2.42995, 5.30962, -0.34867], [-0.17800, 2.59197, 5.24298], [4.29892, -5.22887, 2.69231], [5.07920, -3.99665, 0.66755], [1.75568, 1.79731, -5.36456], [3.93776, 0.61971, -5.34142], [4.76453, -0.41522, -3.26695], [-2.04678, 2.56501, 7.93885], [-3.77487, 1.72246, 4.42783]],
  "forces_ev_per_angstrom": [[0.230, -0.119, 0.255], [-0.432, 1.126, -2.779], [-0.724, -0.185, 0.630], [0.504, 0.332, 0.759], [0.011, -0.101, -0.231], [1.545, -2.663, 2.186], [-0.072, 0.053, 0.728], [-0.496, -0.063, 0.191], [0.008, 0.408, 0.223], [0.082, -0.392, 0.026], [0.238, -0.426, 0.095], [0.048, -0.637, -0.356], [-0.674, 0.761, -0.975], [-1.069, -0.257, 0.327], [0.139, 0.176, 0.560], [-0.667, -0.518, -0.045], [-0.801, 0.519, -0.358], [-1.043, 0.878, -1.809], [-0.807, 0.542, 0.682], [-0.308, -0.128, 0.083], [-0.225, -0.060, 0.078], [0.383, -0.375, -1.053], [0.104, 0.874, -0.223], [0.060, 0.365, -0.201], [-0.523, 0.340, 0.564], [0.707, -0.585, -0.290], [-0.169, 0.231, 0.172], [0.187, -0.083, 0.689], [-0.310, 0.563, -0.035], [0.001, 0.045, -0.258], [-0.031, -0.099, 0.038], [0.920, -0.692, 0.076], [-0.102, 0.065, 0.117], [-0.182, 0.133, 0.101], [0.312, -0.164, 0.732], [-0.092, -0.264, 0.213], [0.172, -0.124, 0.395], [-0.179, 0.289, 0.406], [0.094, -0.210, 0.033], [-0.061, -0.124, -1.050], [-0.027, -0.018, 0.047], [0.206, -0.351, -0.675], [0.012, -0.131, 0.218], [0.050, 0.271, -0.341], [0.014, -0.150, -0.654], [-0.272, 0.461, -0.244], [1.126, -0.155, 1.006], [1.732, 0.212, 1.200], [-0.249, 0.083, -0.497], [0.205, -0.072, 0.162], [0.109, 0.069, -0.084], [-0.063, -0.566, -0.217], [0.061, 0.314, -0.134], [0.097, 0.071, -0.099], [0.074, 0.141, -0.015], [0.049, -0.101, 0.016], [-0.032, 0.046, -0.144], [-0.141, -0.009, -0.019], [-0.059, -0.002, -0.066], [-0.068, 0.019, -0.079], [0.069, 0.041, 0.058], [0.020, -0.072, 0.122], [-0.072, -0.070, -0.089], [-0.031, 0.017, -0.111], [0.012, -0.018, 0.035], [-0.142, 0.194, 0.023], [0.090, 0.087, 0.064], [-0.064, -0.071, -0.184], [0.075, -0.025, -0.019], [0.019, -0.055, -0.044], [0.033, 0.037, 0.062], [0.006, 0.179, 0.035], [0.042, 0.025, -0.036], [-0.079, 0.036, 0.043], [0.113, 0.204, 0.037], [-0.119, 0.017, 0.019], [0.077, 0.114, 0.112], [0.046, 0.044, 0.165], [0.065, -0.173, -0.072], [-0.056, -0.030, 0.022], [0.063, 0.031, -0.033], [0.007, 0.011, -0.047], [0.063, -0.007, -0.045], [0.133, -0.052, -0.060], [0.021, -0.008, -0.124], [0.012, -0.019, -0.015]],
  "lowdin_charge": [0.1379, 1.4484, 0.7014, 0.5621, 0.0558, -0.2854, -0.1259, -0.3249, -0.0574, -0.0451, 0.0552, -0.1263, 0.1171, -0.0498, 0.1167, 0.0663, 0.0326, -0.0748, -0.0836, -0.1474, -0.0340, -0.2775, -0.2597, -0.4534, -0.0320, -0.3108, -0.2599, -0.1441, -0.0682, -0.1025, -0.5779, -0.3234, -0.1088, -0.0166, 0.0490, -0.4197, 0.0821, -0.2336, -0.0246, -0.2102, -0.1506, -0.1119, -0.1006, -0.4241, 0.0586, -0.2365, -0.0100, -0.3457, -0.6015, -0.0172, -0.1288, -0.2285, -0.2307, 0.1443, 0.0908, 0.0836, 0.0766, 0.0825, 0.1277, 0.0766, 0.0995, 0.1266, 0.0684, 0.1219, 0.1291, 0.0614, 0.1175, 0.1053, 0.1300, 0.0713, 0.1319, 0.0071, 0.1350, 0.1277, 0.0321, 0.1137, 0.1587, 0.0897, 0.0657, 0.1180, 0.1326, 0.1049, 0.0926, 0.0887, 0.0925, 0.0767],
  "charge": -1,
  "lumo_ev": [1.00, 1.00],
  "total_energy_ha": -7477.47096,
  "e_above_lowest_kj_mol": 72.1
}